Molecular formula: C15H27Cl12NO3P
Method: DFT, ωB97M-V/def2-TZVPD

The geometry in XYZ format:
```
59
Properties=species:S:1:pos:R:3:lowdin_charge:R:1
C 3.90 -1.55 -0.32 -0.057
C 4.34 -0.89 -1.61 -0.192
O 4.38 0.55 -1.58 -0.001
C 3.23 1.23 -1.39 -0.460
O 2.48 1.45 -2.31 0.068
C 3.02 1.76 0.00 -0.072
C 1.61 2.30 0.22 -0.201
C 0.52 1.26 0.52 -0.103
C -0.66 1.32 -0.44 -0.255
C -1.78 0.32 -0.19 -0.126
C -1.29 -1.12 -0.20 -0.193
C -0.34 -1.44 -1.39 -0.370
P -1.07 -2.80 -2.37 0.724
O -0.68 -4.15 -1.92 -0.430
C 0.11 -0.28 -2.31 -0.102
N -0.23 1.13 -1.88 0.099
H 4.38 -1.08 0.54 0.087
H 4.22 -2.59 -0.34 0.092
H 2.81 -1.55 -0.18 0.059
H 3.71 -1.19 -2.46 0.122
H 5.36 -1.18 -1.86 0.131
H 3.74 2.58 0.12 0.141
H 3.31 1.00 0.73 0.123
H 1.36 2.89 -0.67 0.026
H 1.65 3.03 1.03 0.107
H 0.11 1.48 1.51 0.134
H 0.92 0.24 0.59 0.119
H -1.07 2.33 -0.38 0.166
H -2.22 0.54 0.78 0.121
H -2.54 0.45 -0.96 0.134
H -0.78 -1.35 0.74 0.104
H -2.15 -1.79 -0.22 0.088
H 0.56 -1.92 -0.99 0.104
H -2.45 -2.49 -2.30 0.037
H -0.76 -2.48 -3.71 0.022
H -0.31 -0.38 -3.31 0.113
H 1.19 -0.30 -2.44 0.105
H -1.00 1.46 -2.46 0.176
H 0.58 1.72 -2.09 0.084
C 1.63 5.82 -2.18 -1.511
Cl 1.05 4.33 -2.94 0.567
Cl 0.39 7.06 -2.19 0.570
Cl 2.21 5.50 -0.54 0.584
H 2.47 6.17 -2.77 0.020
C -1.41 -6.12 0.42 -1.544
Cl -2.88 -5.15 0.35 0.508
Cl -0.06 -5.16 1.04 0.499
Cl -1.64 -7.56 1.40 0.554
H -1.16 -6.41 -0.59 0.005
C -3.00 -2.12 3.76 -1.529
Cl -4.38 -1.93 2.69 0.521
Cl -1.88 -3.33 3.12 0.514
Cl -2.17 -0.58 4.02 0.497
H -3.36 -2.46 4.73 0.020
C -4.73 2.65 5.12 -1.561
Cl -3.77 3.79 4.16 0.507
Cl -6.16 3.43 5.78 0.550
Cl -5.16 1.23 4.16 0.494
H -4.12 2.32 5.95 0.012
```

The total charge is +1. The calculation puts the orbital gap at 9.999 eV. Its HOMO energy is -12.710 eV. For the electronic energy, the calculation gives -6731.65552 Ha.